Arrangement w

137
Properties=species:S:1:pos:R:3 method="wB97M-V/def2-TZVPD" gap_ev=7.08 homo_energy_ha=-0.20646 lumo_ev=1.459 total_charge=-1
Ir 0.725 0.168 0.437
C 4.495 6.145 -1.579
C 3.973 5.389 -2.809
C 5.129 5.250 -3.801
C 2.861 6.214 -3.471
C 3.405 4.033 -2.389
C 2.462 3.952 -1.380
C 1.911 2.725 -1.044
Se 0.711 2.628 0.439
C -1.009 2.760 -0.370
C -1.544 4.012 -0.665
C -2.812 4.098 -1.197
C -3.503 2.889 -1.394
C -3.002 1.634 -1.107
C -1.692 1.563 -0.555
O -1.158 0.407 -0.220
C -3.824 0.361 -1.332
C -5.186 0.664 -1.960
C -4.072 -0.329 0.019
C -3.074 -0.594 -2.273
C -3.496 5.424 -1.522
C -3.963 5.431 -2.983
C -2.559 6.614 -1.314
C -4.712 5.598 -0.598
C 2.252 1.515 -1.674
O 1.629 0.391 -1.400
C 3.292 1.575 -2.641
C 3.802 2.824 -2.972
C 3.907 0.295 -3.217
C 2.850 -0.638 -3.827
C 4.629 -0.417 -2.062
C 4.944 0.582 -4.307
H 4.963 7.084 -1.884
H 5.236 5.546 -1.046
H 3.692 6.387 -0.881
H 5.502 6.242 -4.065
H 4.814 4.758 -4.723
H 5.957 4.682 -3.371
H 3.229 7.206 -3.749
H 2.013 6.341 -2.795
H 2.497 5.716 -4.372
H 2.134 4.837 -0.846
H -0.946 4.895 -0.479
H -4.505 2.950 -1.797
H -5.818 1.259 -1.297
H -5.702 -0.278 -2.151
H -5.086 1.188 -2.914
H -4.500 0.372 0.739
H -3.143 -0.725 0.424
H -4.772 -1.159 -0.107
H -2.882 -0.112 -3.235
H -3.679 -1.487 -2.453
H -2.122 -0.903 -1.849
H -3.114 5.314 -3.659
H -4.462 6.375 -3.216
H -4.667 4.623 -3.185
H -1.674 6.542 -1.949
H -2.235 6.693 -0.274
H -3.082 7.538 -1.567
H -5.456 4.819 -0.772
H -5.189 6.566 -0.771
H -4.408 5.544 0.448
H 4.568 2.863 -3.731
H 2.059 -0.863 -3.117
H 3.325 -1.571 -4.144
H 2.396 -0.174 -4.707
H 3.936 -0.656 -1.256
H 5.410 0.227 -1.652
H 5.095 -1.342 -2.416
H 4.514 1.141 -5.141
H 5.313 -0.369 -4.696
H 5.803 1.134 -3.921
O -5.238 0.384 6.994
S -4.656 -0.141 8.212
O -4.922 0.633 9.405
O -4.762 -1.583 8.370
C -2.860 0.045 7.958
N -2.077 0.072 9.042
C -0.775 0.160 8.828
C -0.221 0.234 7.559
C -1.116 0.186 6.504
N -2.425 0.081 6.704
C -0.690 0.208 5.077
C 0.610 0.512 4.677
C 0.953 0.435 3.345
N 0.073 0.065 2.402
C -1.190 -0.181 2.771
C -1.608 -0.110 4.084
H -0.143 0.164 9.711
H 0.849 0.293 7.416
H 1.362 0.824 5.387
H 1.957 0.653 3.011
H -1.864 -0.461 1.975
H -2.636 -0.308 4.353
O 2.556 -0.628 1.041
C 2.314 -1.789 0.583
O 1.173 -2.008 0.092
C 3.336 -2.881 0.593
C 2.719 -4.206 1.032
Ge 0.882 -4.605 0.445
C -0.497 -3.712 1.487
C -0.327 -3.481 2.851
C -1.324 -2.875 3.604
C -2.510 -2.487 2.997
C -2.691 -2.705 1.638
C -1.689 -3.309 0.888
C 0.545 -4.590 -1.476
C 1.316 -3.871 -2.389
C 1.063 -3.946 -3.752
C 0.024 -4.735 -4.223
C -0.759 -5.450 -3.328
C -0.493 -5.383 -1.967
C 0.747 -6.525 0.917
C -0.079 -6.994 1.937
C -0.108 -8.343 2.276
C 0.694 -9.247 1.597
C 1.519 -8.800 0.572
C 1.541 -7.454 0.241
H 4.179 -2.577 1.213
H 3.696 -2.959 -0.438
H 2.680 -4.259 2.123
H 3.343 -5.039 0.706
H 0.592 -3.783 3.344
H -1.176 -2.700 4.663
H -3.287 -2.010 3.581
H -3.612 -2.397 1.158
H -1.835 -3.455 -0.177
H 2.107 -3.224 -2.037
H 1.672 -3.377 -4.444
H -0.176 -4.793 -5.286
H -1.575 -6.063 -3.690
H -1.098 -5.965 -1.279
H -0.714 -6.299 2.475
H -0.757 -8.686 3.072
H 0.673 -10.297 1.859
H 2.144 -9.502 0.034
H 2.180 -7.122 -0.573


Arrangement x

137
Properties=species:S:1:pos:R:3 method="wB97M-V/def2-TZVPD" gap_ev=7.04 homo_energy_ha=-0.20537 lumo_ev=1.447 total_charge=-1
Ir 0.066 0.298 -0.826
C -1.618 7.466 -0.270
C -1.973 6.684 1.003
C -3.499 6.537 1.093
C -1.497 7.497 2.207
C -1.336 5.295 0.956
C -1.570 4.459 -0.121
C -1.019 3.187 -0.147
Se -1.327 2.036 -1.644
C -2.961 1.179 -1.148
C -4.182 1.730 -1.502
C -5.355 1.107 -1.113
C -5.228 -0.083 -0.386
C -4.018 -0.664 -0.030
C -2.827 0.000 -0.417
O -1.641 -0.469 -0.084
C -3.938 -1.972 0.757
C -3.143 -3.020 -0.038
C -3.253 -1.729 2.111
C -5.326 -2.557 1.032
C -6.706 1.733 -1.463
C -7.880 0.850 -1.037
C -6.838 3.085 -0.748
C -6.804 1.955 -2.979
C -0.207 2.674 0.868
O 0.310 1.461 0.820
C 0.047 3.524 1.976
C -0.524 4.789 1.976
C 0.942 3.045 3.126
C 1.082 4.101 4.224
C 2.352 2.745 2.591
C 0.348 1.783 3.774
H -2.008 8.485 -0.210
H -2.043 7.001 -1.161
H -0.535 7.519 -0.403
H -3.982 7.518 1.079
H -3.783 6.025 2.015
H -3.888 5.955 0.255
H -1.959 8.486 2.184
H -0.413 7.632 2.197
H -1.776 7.023 3.151
H -2.188 4.782 -0.953
H -4.203 2.653 -2.073
H -6.133 -0.591 -0.088
H -2.092 -2.746 -0.114
H -3.551 -3.129 -1.047
H -3.210 -3.987 0.463
H -2.247 -1.334 1.974
H -3.187 -2.671 2.665
H -3.828 -1.019 2.710
H -5.861 -2.784 0.107
H -5.942 -1.883 1.633
H -5.212 -3.489 1.590
H -7.897 0.693 0.044
H -7.847 -0.126 -1.527
H -8.818 1.335 -1.316
H -6.802 2.953 0.336
H -7.785 3.567 -1.007
H -6.026 3.760 -1.028
H -6.654 1.016 -3.517
H -6.057 2.667 -3.332
H -7.790 2.350 -3.242
H -0.323 5.427 2.824
H 1.567 5.010 3.860
H 1.702 3.694 5.027
H 0.116 4.371 4.656
H 2.790 3.640 2.142
H 2.326 1.960 1.839
H 3.003 2.422 3.411
H -0.611 2.014 4.245
H 1.026 1.415 4.551
H 0.191 0.996 3.039
O 5.942 3.142 -6.707
S 7.247 3.402 -6.131
O 8.350 2.730 -6.788
O 7.492 4.789 -5.770
C 7.174 2.611 -4.485
N 8.334 2.408 -3.842
C 8.248 1.861 -2.645
C 7.041 1.505 -2.055
C 5.902 1.766 -2.793
N 5.968 2.313 -3.996
C 4.524 1.451 -2.315
C 4.262 0.921 -1.059
C 2.961 0.640 -0.688
N 1.928 0.870 -1.504
C 2.173 1.382 -2.717
C 3.442 1.684 -3.155
H 9.186 1.694 -2.122
H 7.017 1.051 -1.074
H 5.050 0.717 -0.353
H 2.729 0.224 0.282
H 1.306 1.538 -3.345
H 3.615 2.099 -4.139
O 0.836 -1.813 -0.611
C 0.533 -1.974 -1.828
O -0.014 -0.998 -2.437
C 0.836 -3.266 -2.521
C 2.051 -4.011 -1.948
Ge 2.023 -4.615 -0.062
C 2.679 -3.375 1.301
C 4.043 -3.102 1.390
C 4.539 -2.230 2.354
C 3.670 -1.606 3.238
C 2.305 -1.857 3.154
C 1.817 -2.734 2.194
C 0.281 -5.368 0.407
C -0.572 -5.882 -0.568
C -1.744 -6.543 -0.223
C -2.090 -6.689 1.113
C -1.252 -6.183 2.098
C -0.074 -5.539 1.747
C 3.221 -6.179 -0.014
C 4.144 -6.400 1.009
C 4.928 -7.547 1.034
C 4.801 -8.500 0.034
C 3.879 -8.305 -0.987
C 3.099 -7.157 -1.004
H 0.961 -3.044 -3.582
H -0.067 -3.877 -2.436
H 2.954 -3.405 -2.076
H 2.215 -4.916 -2.537
H 4.739 -3.580 0.707
H 5.605 -2.040 2.413
H 4.051 -0.917 3.983
H 1.618 -1.356 3.826
H 0.747 -2.895 2.123
H -0.316 -5.795 -1.619
H -2.390 -6.936 -0.998
H -3.008 -7.194 1.386
H -1.512 -6.299 3.143
H 0.578 -5.168 2.530
H 4.252 -5.673 1.806
H 5.639 -7.696 1.837
H 5.414 -9.393 0.050
H 3.767 -9.047 -1.767
H 2.376 -7.032 -1.804


What should be chosen as the least stable of them? Choose arrangement w.


Arrangement w

12
Properties=species:S:1:pos:R:3 method="wB97M-V/def2-TZVPD" gap_ev=9.53 homo_energy_ha=-0.32953 lumo_ev=0.567
C 1.535 -0.908 -0.235
C 0.759 0.380 -0.546
C -0.487 0.777 -0.157
C -1.540 0.161 0.850
H 2.662 -0.697 0.277
H 1.066 -1.738 0.284
H 1.708 -1.519 -1.224
H 1.053 1.457 -0.999
H -2.236 1.264 1.213
H -1.245 -0.506 1.764
F -0.910 2.040 -0.567
Cl -2.366 -0.711 -0.661


Arrangement x

12
Properties=species:S:1:pos:R:3 method="wB97M-V/def2-TZVPD" smiles="C[C@H](Cl)/C=C/F" gap_ev=10.10 homo_energy_ha=-0.33790 lumo_ev=0.903
C 0.074 -2.103 -0.475
C -0.577 -0.907 0.196
Cl -1.461 0.301 -0.986
C 0.772 -0.280 0.750
C 0.941 1.081 0.505
F 1.875 1.695 1.170
H -0.928 -2.272 -1.223
H 0.988 -1.771 -0.962
H 0.105 -2.916 0.348
H -1.165 -1.176 0.978
H 1.501 -0.895 1.273
H 0.201 1.902 -0.029


What should be chosen as the least stable of them? Choose arrangement w.


Arrangement w

30
Properties=species:S:1:pos:R:3 method="wB97M-V/def2-TZVPD" smiles="CCN(C)C(C)=O.Cc1c[nH]cn1" gap_ev=9.32 homo_energy_ha=-0.31796 lumo_ev=0.672
C 1.349 -0.352 -0.152
C 1.979 1.040 -0.502
N 2.403 1.647 0.774
C 3.811 1.452 1.177
C 1.559 2.392 1.576
C 0.254 2.812 0.910
O 2.041 3.128 2.427
H 1.382 -0.333 0.974
H 1.813 -1.390 -0.462
H 0.414 -0.546 -0.679
H 2.920 0.898 -1.031
H 1.255 1.643 -1.074
H 3.693 0.453 1.580
H 4.584 1.424 0.427
H 4.067 2.092 1.992
H 0.039 3.809 1.301
H 0.365 2.875 -0.165
H -0.523 2.057 1.109
C -1.752 -3.457 0.007
C -2.393 -2.341 -0.733
C -3.446 -1.580 -0.283
N -3.846 -0.783 -1.328
C -3.135 -1.227 -2.417
N -2.274 -2.142 -2.098
H -0.999 -3.869 -0.678
H -2.354 -4.189 0.542
H -1.237 -3.011 0.872
H -3.882 -1.500 0.680
H -4.636 -0.173 -1.364
H -3.450 -0.829 -3.383


Arrangement x

30
Properties=species:S:1:pos:R:3 method="wB97M-V/def2-TZVPD" gap_ev=8.32 homo_energy_ha=-0.27360 lumo_ev=0.874
O 1.511 -1.622 -2.673
N 1.617 -1.605 -1.332
C 0.220 -1.254 -0.849
N -0.388 -0.384 -1.536
C -1.650 0.129 -1.180
C -1.522 1.719 -1.102
C -0.853 2.276 0.104
N 0.597 2.193 -0.058
C 1.519 1.430 0.531
C 1.466 0.427 1.328
C 0.313 -0.142 2.042
C 0.196 -1.660 1.798
C -0.244 -2.078 0.319
H 0.899 -0.829 -2.761
H 1.897 -2.543 -1.127
H -2.054 -0.075 -0.213
H -2.345 -0.182 -2.022
H -1.296 2.055 -2.072
H -2.589 1.946 -1.107
H -1.128 3.452 0.160
H -1.288 1.673 0.888
H 0.823 2.883 -0.780
H 2.564 1.652 0.216
H 2.438 -0.116 1.488
H 0.588 -0.056 3.177
H -0.735 0.322 1.972
H 1.201 -2.183 1.974
H -0.604 -2.082 2.363
H 0.127 -3.120 0.144
H -1.279 -2.225 0.310


What should be chosen as the least stable of them? Choose arrangement x.


Arrangement w

18
Properties=species:S:1:pos:R:3 method="wB97M-V/def2-TZVPD" smiles=c1ccc(-c2ccco2)nc1 gap_ev=9.28 homo_energy_ha=-0.32204 lumo_ev=0.512
C -3.149 -0.062 -0.097
C -2.359 1.169 0.227
C -0.996 1.154 0.283
C -0.337 -0.043 -0.098
C 1.097 -0.118 -0.008
C 1.923 -1.050 0.475
C 3.366 -0.546 0.156
C 3.140 0.589 -0.401
O 1.866 0.948 -0.584
N -0.999 -1.188 -0.348
C -2.375 -1.167 -0.392
H -4.320 -0.051 -0.219
H -2.996 2.094 0.533
H -0.658 1.985 0.497
H 1.530 -1.836 1.034
H 4.230 -1.181 0.507
H 3.906 1.323 -0.786
H -2.870 -2.020 -0.779


Arrangement x

18
Properties=species:S:1:pos:R:3 method="wB97M-V/def2-TZVPD" smiles=c1ccc(-c2ncco2)cc1 gap_ev=10.13 homo_energy_ha=-0.34320 lumo_ev=0.790
C 2.582 -0.969 -1.227
C 1.488 -1.878 -1.219
C 0.254 -1.456 -0.560
C 0.142 -0.034 -0.134
C -1.078 0.409 0.364
N -2.240 0.756 -0.219
C -3.094 1.120 0.831
C -2.499 0.958 1.959
O -1.193 0.494 1.803
C 1.226 0.714 -0.231
C 2.470 0.356 -0.804
H 3.567 -1.249 -1.642
H 1.444 -2.769 -1.484
H -0.633 -1.953 -0.508
H -4.187 1.747 0.691
H -2.811 1.156 2.993
H 1.236 1.696 0.059
H 3.326 0.904 -0.672


What should be chosen as the least stable of them? Choose arrangement x.


Arrangement w

6
Properties=species:S:1:pos:R:3 method="wB97M-V/def2-TZVPD" gap_ev=8.65 homo_energy_ha=-0.12653 lumo_ev=5.210 total_charge=-1
N 0.003 -0.520 -0.335
N 1.795 -0.293 -0.527
O 2.299 -1.014 0.318
F 1.868 1.476 0.054
H 0.037 -0.488 0.663
H 0.151 0.463 -0.600


Arrangement x

6
Properties=species:S:1:pos:R:3 method="wB97M-V/def2-TZVPD" gap_ev="7.70 / 9.09" homo_energy_ha="-0.09531 / -0.14359" lumo_ev="5.109 / 5.185" total_charge=-1
N -1.266 -0.206 0.316
N 0.816 -0.619 -0.410
O 1.501 -1.041 0.452
F 1.245 1.113 -0.573
H -0.830 0.552 0.837
H -1.466 0.201 -0.621


What should be chosen as the least stable of them? Choose arrangement x.


Arrangement w

18
Properties=species:S:1:pos:R:3 method="wB97M-V/def2-TZVPD" smiles="CC(N)=O.O.O.O" gap_ev=10.33 homo_energy_ha=-0.36328 lumo_ev=0.446
C -2.871 1.123 -0.783
C -1.419 1.020 -0.439
N -0.681 0.175 -1.231
O -0.881 1.706 0.409
H -3.547 0.985 0.073
H -3.170 0.380 -1.520
H -3.094 2.082 -1.254
H -1.120 -0.691 -1.514
H 0.300 0.005 -1.029
O 1.717 -1.305 -0.744
H 1.627 -2.235 -0.983
H 2.674 -1.190 -0.798
O 1.843 2.451 1.234
H 0.946 2.119 1.091
H 1.776 3.419 1.287
O 1.670 -3.565 1.908
H 2.557 -3.849 2.154
H 1.674 -2.629 2.140


Arrangement x

18
Properties=species:S:1:pos:R:3 method="wB97M-V/def2-TZVPD" smiles="CC(N)=O.O.O.O" gap_ev=10.14 homo_energy_ha=-0.37445 lumo_ev=-0.054
C 1.121 0.156 -2.122
C -0.171 0.056 -1.254
N -0.191 -0.957 -0.267
O -0.981 0.891 -1.487
H 0.944 0.863 -3.036
H 1.514 -0.855 -2.444
H 1.999 0.580 -1.506
H 0.665 -1.240 0.124
H -1.050 -1.077 0.408
O -0.992 -0.709 2.484
H -1.650 -0.312 3.069
H -0.154 -0.418 2.814
O -3.453 -0.074 -0.182
H -3.038 -0.037 0.555
H -2.786 0.183 -0.971
O 2.929 1.305 1.180
H 2.079 1.064 0.809
H 3.215 0.581 1.827


Arrangement y

18
Properties=species:S:1:pos:R:3 method="wB97M-V/def2-TZVPD" smiles="CNC=O.O.O.O" gap_ev=10.77 homo_energy_ha=-0.37161 lumo_ev=0.656
C -1.949 -0.914 0.491
N -0.490 -0.727 0.179
C 0.518 -1.699 0.346
O 1.633 -1.382 -0.235
H -2.043 -1.899 0.681
H -2.602 -0.782 -0.495
H -2.549 -0.135 1.068
H -0.381 0.194 -0.144
H 0.130 -2.675 0.826
O 0.915 0.792 -2.163
H 1.192 0.042 -1.709
H 1.539 1.516 -1.975
O 2.838 0.965 -0.441
H 3.724 0.841 -0.226
H 2.470 0.111 -0.583
O -1.987 1.816 1.530
H -1.635 2.729 1.494
H -1.324 1.207 1.358


What should be chosen as the least stable of them? Choose arrangement y.


Arrangement w

9
Properties=species:S:1:pos:R:3 method="wB97M-V/def2-TZVPD" gap_ev=7.91 homo_energy_ha=-0.30927 lumo_ev=-0.501
C -0.289 -0.372 -2.266
C 0.294 0.834 1.965
N 0.936 1.126 0.938
S -0.898 -1.877 -1.854
I -1.591 1.138 -1.904
H 0.469 -0.075 2.540
H -0.668 1.312 2.040
H -0.011 -2.792 -2.145
H 1.759 0.707 0.687


Arrangement x

9
Properties=species:S:1:pos:R:3 method="wB97M-V/def2-TZVPD" gap_ev=9.24 homo_energy_ha=-0.33579 lumo_ev=0.100
H 0.860 2.022 -0.779
N 0.398 1.267 -0.400
C 1.185 0.232 0.119
I 3.297 0.142 0.142
S 0.305 -1.211 0.565
C -1.406 -0.665 0.090
H -1.819 -0.465 1.105
H -1.741 -1.583 -0.414
H -1.079 0.261 -0.428


What should be chosen as the least stable of them? Choose arrangement w.